C12H20Br2ClO3P | wB97M-V/def2-TZVPD

Values from the calculation:
Charge: 0
Highest occupied orbital energy: -9.597 eV
SMILES: C=CCP(Cl)(CCCOC)(CC(=O)O)/C(Br)=C(/C)Br
Kohn-Sham gap: 9.64 eV
ΔE to the lowest compared entry with this formula, charge and spin: 0.942 eV

Geometry as XYZ:
```
39
Properties=species:S:1:pos:R:3:nbo_charge:R:1
C 2.592 -2.568 1.178 -0.38
C 1.457 -1.974 1.538 -0.20
C 0.133 -2.387 0.886 -0.76
P -0.691 -1.069 -0.187 1.46
Cl 0.175 -2.120 -1.952 -0.48
C 0.234 0.431 -0.811 -0.73
C 1.790 0.360 -0.792 -0.45
C 2.457 1.147 0.373 -0.07
O 1.961 2.469 0.568 -0.55
C 2.112 3.290 -0.584 -0.26
C -2.377 -1.670 -0.841 -0.80
C -2.543 -1.658 -2.381 0.80
O -2.785 -2.671 -2.939 -0.55
O -2.507 -0.533 -3.152 -0.68
C -1.481 -0.151 1.298 -0.46
Br -1.184 -0.607 3.192 0.05
C -2.293 0.910 1.169 -0.07
C -2.899 1.681 2.372 -0.67
Br -2.828 1.633 -0.556 0.05
H 3.553 -2.129 1.497 0.21
H 2.546 -3.509 0.604 0.21
H 1.456 -1.196 2.315 0.21
H -0.591 -2.878 1.576 0.26
H 0.396 -3.199 0.178 0.27
H -0.059 0.554 -1.877 0.25
H -0.061 1.385 -0.325 0.25
H 2.222 -0.656 -0.787 0.26
H 2.146 0.838 -1.732 0.22
H 3.563 1.215 0.200 0.17
H 2.358 0.634 1.354 0.19
H 3.196 3.400 -0.805 0.17
H 1.737 4.297 -0.297 0.20
H 1.509 2.957 -1.454 0.17
H -3.218 -1.100 -0.398 0.26
H -2.554 -2.725 -0.539 0.29
H -1.996 0.181 -2.736 0.48
H -3.532 2.525 2.029 0.23
H -3.409 1.015 3.086 0.24
H -2.028 2.154 2.879 0.24
```


C5F15KN2O11S5 | wB97M-V/def2-TZVPD

Values from the calculation:
Charge: -2
Highest occupied orbital energy: -3.946 eV
Kohn-Sham gap: 8.45 eV
ΔE to the lowest compared entry with this formula, charge and spin: 16.938 eV

Geometry as XYZ:
```
39
Properties=species:S:1:pos:R:3:lowdin_charge:R:1
K -0.415 -16.151 2.150 0.89
C -4.246 -16.517 0.593 -0.55
F -4.549 -15.260 0.965 0.11
F -4.314 -17.327 1.624 0.07
F -5.159 -16.889 -0.360 0.08
S -2.408 -16.440 -0.165 0.57
O -2.029 -17.799 -0.437 -0.30
O -2.476 -15.522 -1.313 -0.33
O -1.614 -15.920 0.938 -0.65
C 1.406 -18.769 -0.074 -0.63
F 2.687 -18.466 -0.311 0.14
F 0.607 -17.915 -0.659 0.16
F 1.042 -19.992 -0.424 0.16
S 1.107 -18.615 1.877 0.79
O -0.242 -18.959 2.246 -0.28
O 2.143 -19.425 2.532 -0.30
N 1.303 -16.822 2.107 -0.57
S 2.745 -16.513 2.474 0.56
O 3.781 -17.401 2.007 -0.33
O 3.094 -15.088 2.316 -0.32
C 2.788 -16.733 4.422 -0.56
F 4.114 -16.691 4.821 0.08
F 2.132 -15.676 4.938 -0.01
F 2.310 -17.890 4.811 0.12
C 0.372 -14.171 4.861 -0.58
F 1.120 -13.683 5.823 0.17
F -0.684 -13.355 4.587 0.11
F 1.001 -14.331 3.659 0.06
S -0.388 -15.881 5.424 0.83
O 0.690 -16.805 5.787 -0.28
O -1.249 -15.498 6.601 -0.34
N -1.246 -16.406 3.988 -0.48
S -2.629 -16.871 4.419 0.57
O -2.717 -17.573 5.718 -0.33
O -3.606 -15.864 4.148 -0.29
C -2.881 -18.284 3.032 -0.51
F -2.292 -19.419 3.438 0.11
F -4.173 -18.573 2.805 0.08
F -2.374 -17.956 1.805 -0.03
```


C6H10N | wB97M-V/def2-TZVPD

Values from the calculation:
Charge: +1
Highest occupied orbital energy (alpha / beta): -12.539 / -16.579 eV
2S+1: 3
Kohn-Sham gap (alpha / beta): 9.72 / 7.89 eV
⟨S²⟩: 2.01
ΔE to the lowest compared entry with this formula, charge and spin: 4.176 eV

Geometry as XYZ:
```
17
Properties=species:S:1:pos:R:3:nbo_charge:R:1
C 1.062 0.029 1.153 -0.02
C 0.451 1.125 0.439 -0.23
C -0.431 -0.043 -0.105 0.05
C 0.300 -0.949 -0.901 -0.07
C -0.243 2.301 1.076 -0.65
C -0.454 -2.218 -1.441 -0.61
N 0.579 -1.030 0.502 -0.04
H 1.553 0.060 2.044 0.26
H 1.122 1.281 -0.340 0.25
H -1.469 -0.126 0.259 0.27
H 1.049 -0.711 -1.653 0.26
H 0.125 3.402 0.995 0.28
H -0.400 2.014 2.141 0.24
H -1.245 2.395 0.653 0.24
H 0.156 -2.925 -2.004 0.26
H -1.189 -1.869 -2.173 0.25
H -0.966 -2.736 -0.646 0.24
```